# 1
18
Properties=species:S:1:pos:R:3:forces:R:3 method="wB97M-V/def2-TZVPD" charge=0 largest_force_ev_per_a=1.28 smiles="C=CC.O.O.O" gap_ev=10.5 homo_energy_ev=-10.043
C -1.970 0.304 -1.115 0.633 -0.085 -0.122
C -1.434 1.302 -0.094 -0.013 -0.858 -0.955
C -1.829 1.210 1.163 0.290 0.584 -0.250
H -3.043 0.362 -1.209 -0.390 -0.021 0.113
H -1.579 0.456 -2.123 0.109 0.165 0.054
H -1.698 -0.719 -0.828 -0.155 0.131 0.018
H -0.688 1.990 -0.487 -0.190 0.249 0.418
H -1.476 1.936 1.897 -0.262 -0.537 0.111
H -2.538 0.409 1.363 0.059 0.343 0.592
H 2.042 1.328 2.251 0.031 0.025 0.128
H 1.182 0.146 1.861 -0.115 -0.102 0.155
O 1.575 0.575 2.630 0.038 0.070 -0.260
H 0.926 -0.144 -2.301 0.037 0.064 0.200
H 1.600 0.004 -0.919 -0.170 -0.084 -0.162
O 1.782 -0.094 -1.860 0.133 0.041 -0.086
H 1.765 -2.569 -0.900 -0.103 0.127 -0.366
H 0.216 -2.577 -1.095 0.246 -0.002 -0.241
O 0.923 -2.682 -0.455 -0.178 -0.109 0.653



# 2
107
Properties=species:S:1:pos:R:3:forces:R:3 method="wB97M-V/def2-TZVPD" charge=-1 largest_force_ev_per_a=1.77 gap_ev="5.4 / 5.4" homo_energy_ev="-2.979 / -2.998" spin_multiplicity=8
Eu 0.680 -0.891 1.170 1.487 0.527 -0.812
C 0.551 -0.910 4.625 -0.959 0.732 -0.455
N 0.820 0.188 3.672 -0.077 0.843 0.666
C 2.150 0.799 3.982 -0.306 -0.615 -0.870
C -0.243 1.262 3.820 0.792 -0.512 0.659
C -0.557 1.964 2.524 0.115 0.245 -1.002
N -1.095 1.081 1.485 -0.406 -0.757 0.439
C -2.344 0.409 1.996 0.220 0.188 0.151
C -2.870 -0.753 1.200 0.958 -0.428 -0.341
C -4.006 -0.578 0.421 0.079 0.131 0.636
C -4.484 -1.550 -0.415 0.888 -1.116 -0.211
C -3.715 -2.741 -0.520 -0.456 1.372 0.642
C -2.580 -3.006 0.236 -0.672 1.433 0.582
C -2.126 -1.984 1.163 -0.677 -0.108 -0.957
O -1.008 -2.140 1.830 -1.291 -0.308 0.831
C -1.751 -4.226 -0.057 0.802 0.283 -0.181
C -1.631 -5.218 1.103 -0.027 0.078 0.648
C -0.356 -3.718 -0.447 1.228 -0.301 -0.814
C -2.301 -4.934 -1.279 -0.529 -0.567 -1.233
C -5.793 -1.330 -1.128 -0.755 -0.101 0.120
C -5.747 -0.109 -2.065 -0.222 0.067 -0.733
C -6.862 -1.114 -0.014 -0.617 -0.394 -0.134
C -6.213 -2.542 -1.971 -0.411 -0.531 -0.074
C -1.375 1.823 0.234 -0.401 -0.282 0.110
C -0.206 2.108 -0.641 1.275 0.540 -0.152
C 0.388 3.393 -0.701 -0.735 -0.351 0.411
C 1.504 3.657 -1.472 0.506 -1.139 -0.428
C 1.970 2.596 -2.282 -0.597 0.585 0.486
C 1.346 1.357 -2.365 0.642 0.485 -0.309
C 0.374 1.024 -1.375 0.124 -0.179 0.302
O 0.093 -0.215 -1.072 -0.465 0.323 -0.297
C 1.877 0.375 -3.421 -0.571 -0.323 0.128
C 2.894 0.997 -4.344 0.966 0.957 -0.814
C 0.741 -0.166 -4.338 -0.687 -0.032 0.258
C 2.588 -0.751 -2.694 0.620 -0.867 0.561
C 2.127 5.037 -1.524 -0.428 0.037 -0.248
C 1.045 5.949 -2.136 -0.165 0.918 -0.734
C 2.493 5.513 -0.120 0.022 0.404 -0.125
C 3.397 5.103 -2.372 0.424 0.235 -0.663
H 0.598 -0.529 5.660 0.029 -0.234 -0.091
H 1.273 -1.702 4.479 0.128 -0.222 0.030
H -0.479 -1.262 4.400 0.728 -0.152 0.268
H 2.193 1.098 5.029 0.093 0.011 0.254
H 2.233 1.689 3.360 0.249 0.076 -0.009
H 2.995 0.118 3.729 -0.629 0.338 0.207
H 0.128 2.043 4.504 -0.047 -0.202 0.080
H -1.142 0.830 4.306 0.641 0.252 -0.402
H 0.361 2.450 2.097 -0.673 -0.315 0.409
H -1.298 2.763 2.714 0.182 0.104 0.167
H -3.112 1.186 2.077 -0.265 0.057 -0.039
H -2.171 0.056 3.014 0.190 0.020 -0.228
H -4.577 0.338 0.543 0.189 0.163 -0.074
H -4.031 -3.444 -1.247 -0.237 -0.470 -0.354
H -1.293 -4.724 2.054 -0.241 -0.436 -0.985
H -0.923 -6.004 0.801 -0.018 0.183 0.266
H -2.594 -5.720 1.286 0.157 0.217 0.033
H 0.227 -3.316 0.384 -0.296 -0.293 -0.028
H -0.411 -2.939 -1.229 -0.101 -0.229 0.297
H 0.281 -4.533 -0.862 -0.496 0.297 0.185
H -3.341 -5.274 -1.119 0.398 0.020 0.004
H -1.721 -5.835 -1.551 -0.023 0.401 0.275
H -2.325 -4.273 -2.189 0.163 -0.525 0.878
H -5.601 0.841 -1.550 -0.061 -0.063 0.218
H -6.681 -0.028 -2.670 0.454 -0.056 0.488
H -4.920 -0.183 -2.790 -0.196 -0.172 0.284
H -6.664 -0.217 0.570 0.123 0.122 -0.054
H -6.842 -1.956 0.718 -0.093 0.433 -0.644
H -7.896 -0.998 -0.428 0.732 -0.219 0.193
H -5.581 -2.662 -2.876 -0.372 0.099 0.449
H -7.276 -2.422 -2.267 0.583 0.049 -0.127
H -6.183 -3.500 -1.409 0.119 0.593 -0.172
H -1.855 2.777 0.484 -0.226 0.098 0.084
H -2.091 1.211 -0.328 0.115 0.070 0.117
H -0.032 4.219 -0.096 0.006 -0.590 -0.255
H 2.884 2.756 -2.832 -0.221 0.066 -0.223
H 2.553 1.926 -4.857 -0.022 -0.533 0.397
H 3.129 0.285 -5.154 0.094 0.145 0.394
H 3.838 1.266 -3.810 -0.563 -0.339 -0.441
H 0.343 0.616 -5.010 0.132 -0.002 0.496
H -0.110 -0.578 -3.751 0.598 0.241 -0.289
H 1.095 -0.942 -5.035 0.158 0.011 0.444
H 3.460 -0.360 -2.100 -0.800 -0.273 -0.504
H 2.984 -1.516 -3.388 -0.087 0.315 0.101
H 1.903 -1.263 -2.005 0.248 0.192 -0.188
H 0.138 5.978 -1.497 0.476 -0.110 -0.427
H 0.742 5.625 -3.180 0.360 0.182 1.230
H 1.415 7.002 -2.222 -0.204 -0.621 0.070
H 1.616 5.605 0.516 -0.081 -0.166 0.125
H 2.937 6.518 -0.176 0.107 -0.202 0.080
H 3.200 4.807 0.323 -0.031 0.165 0.108
H 3.250 4.737 -3.413 0.051 0.128 0.703
H 4.249 4.568 -1.912 -0.471 -0.013 -0.202
H 3.729 6.153 -2.468 -0.209 -0.283 0.114
C 3.312 -2.144 0.695 -1.057 0.130 -0.757
C 4.226 -1.697 1.646 0.300 -0.052 0.248
C 4.782 -0.387 1.531 0.103 0.599 0.258
C 5.639 0.132 2.492 -0.003 -1.170 0.251
C 6.018 -0.681 3.587 -0.355 0.263 0.089
C 5.452 -1.963 3.737 0.078 0.794 -0.793
C 4.613 -2.487 2.769 0.067 0.223 0.285
H 3.085 -3.190 0.583 0.043 -0.488 0.229
H 3.353 -1.641 -0.261 -0.047 0.135 -0.177
H 4.479 0.227 0.665 0.170 -0.309 0.452
H 6.032 1.140 2.413 0.027 -0.033 -0.105
H 6.715 -0.315 4.334 -0.117 0.061 -0.020
H 5.672 -2.521 4.625 0.246 -0.381 0.273
H 4.239 -3.514 2.853 0.011 0.420 0.011



# 3
51
Properties=species:S:1:pos:R:3:forces:R:3 method="wB97M-V/def2-TZVPD" charge=-1 largest_force_ev_per_a=3.93 gap_ev="2.6 / 8.4" homo_energy_ev="0.439 / -5.377" spin_multiplicity=2
O 0.972 1.052 0.718 1.570 1.562 -0.721
H 0.409 1.819 0.588 -0.736 1.480 0.426
H 0.637 0.364 0.138 -0.969 -3.032 -2.299
H 1.034 0.748 1.626 0.094 -0.526 2.280
C 0.199 -3.160 -1.551 -0.733 -0.574 -0.880
C -0.237 -2.077 -0.573 1.319 1.451 -0.157
C 0.305 -2.490 0.798 -0.604 -0.503 -0.313
O 0.105 -0.772 -0.935 0.287 0.399 0.381
H -0.111 -4.109 -1.112 0.114 -0.297 -0.112
H 1.230 -3.262 -1.890 0.321 0.461 0.663
H -0.358 -3.085 -2.484 -0.213 0.192 -0.125
H -1.326 -2.107 -0.595 -0.650 -0.577 0.408
H -0.074 -1.928 1.651 -0.030 0.162 -0.065
H 1.395 -2.496 0.805 0.041 0.125 -0.079
H -0.040 -3.523 0.854 0.152 -0.201 0.806
C -1.092 5.470 0.262 1.019 -1.002 0.233
C -1.604 4.144 0.864 -0.145 -0.089 0.071
O -0.851 2.961 0.424 -0.398 1.669 -0.380
H -0.004 5.469 0.323 0.108 0.120 -0.102
H -1.424 6.380 0.761 -0.346 -0.272 0.197
H -1.368 5.515 -0.792 0.014 0.029 0.013
H -2.651 4.146 0.561 -0.128 -0.890 -0.216
H -1.639 4.055 1.950 0.355 0.614 0.074
H -1.473 2.264 0.204 -0.596 -0.515 0.039
C 2.535 -0.659 -5.248 -0.580 0.090 0.382
C 1.807 -1.111 -3.927 1.215 0.776 -0.754
O 1.895 -0.079 -2.967 0.459 0.094 -1.025
H 3.616 -0.783 -5.192 -0.016 -0.312 0.169
H 2.413 0.399 -5.482 -0.374 0.168 0.444
H 2.164 -1.157 -6.143 0.032 -0.434 0.107
H 2.350 -1.980 -3.555 -0.023 -0.377 -0.021
H 0.765 -1.405 -4.054 -0.073 0.051 -0.428
H 1.205 -0.292 -2.335 -0.699 -0.111 1.312
C 3.228 -0.825 2.879 0.577 0.423 0.339
C 1.983 -0.735 3.723 1.459 -1.212 -0.827
O 1.223 0.254 3.132 -0.756 0.343 -0.488
H 3.958 -1.390 3.459 0.326 -0.310 -0.468
H 3.609 0.185 2.729 0.188 0.038 0.164
H 3.044 -1.207 1.875 0.021 -0.389 0.175
H 2.247 -0.505 4.755 -0.210 0.171 0.060
H 1.517 -1.720 3.675 -0.505 -0.034 0.325
H 0.713 0.657 3.838 -1.140 1.004 0.686
C -4.196 -0.745 1.328 -0.134 0.458 -0.018
C -3.608 0.009 0.154 1.148 -0.865 -0.646
O -2.315 0.474 0.499 0.132 1.033 0.546
H -5.113 -1.281 1.082 -0.196 0.222 0.024
H -4.345 0.009 2.101 -0.311 -0.289 0.279
H -3.491 -1.480 1.714 0.140 0.075 -0.131
H -4.168 0.865 -0.222 -0.334 -0.119 0.276
H -3.372 -0.648 -0.683 -0.902 -0.259 -0.354
H -1.700 -0.226 0.268 0.707 -0.017 -0.273



# 4
8
Properties=species:S:1:pos:R:3:forces:R:3 method="wB97M-V/def2-TZVPD" charge=0 largest_force_ev_per_a=13.89 gap_ev="9.2 / 6.6" homo_energy_ev="-8.353 / -10.388" spin_multiplicity=3
C 0.375 0.009 -0.345 -7.024 -2.081 -0.010
N -1.360 -0.191 -0.187 3.101 3.933 -1.255
O 0.702 0.132 0.973 -10.827 -5.074 -1.794
F 0.643 0.990 -1.134 0.715 1.158 0.074
F 0.691 -1.133 -0.973 0.877 0.273 1.167
F 2.031 0.605 1.090 12.907 4.949 1.410
H -1.718 0.690 0.357 0.813 -2.858 -0.773
H -1.365 -1.100 0.220 -0.560 -0.301 1.180